Entry from OMol25: C30H44HfN8O4PS as an isolated structure (wB97M-V/def2-TZVPD).

Last column: Mulliken charge in e.
Atoms and positions in Å:
Hf1 0.098 -0.179 -0.323  0.326
C1 -0.445 2.703 5.093  -1.126
C2 0.697 2.229 4.198  -0.404
N1 0.506 0.865 3.766  -0.125
C3 -0.154 0.491 2.669  0.454
S1 -0.670 1.638 1.494  -0.420
N2 -0.467 -0.788 2.550  -1.855
N3 -0.864 -1.185 1.343  1.150
C4 -1.508 -2.311 1.208  1.317
C5 -1.901 -3.167 2.365  -2.045
C6 -1.725 -2.727 -0.160  0.692
C7 -2.262 -3.983 -0.479  -1.260
C8 -2.322 -4.386 -1.794  -0.812
C9 -1.821 -3.535 -2.776  -1.192
C10 -1.331 -2.303 -2.391  0.201
N4 -1.296 -1.880 -1.127  1.093
H1 -0.297 3.749 5.343  0.402
H2 -0.489 2.123 6.011  0.333
H3 -1.390 2.605 4.567  0.275
H4 1.649 2.290 4.731  0.435
H5 0.745 2.858 3.306  0.148
H6 0.724 0.117 4.410  0.299
H7 -1.692 -2.628 3.285  0.417
H8 -1.300 -4.075 2.346  0.360
H9 -2.954 -3.433 2.317  0.418
H10 -2.599 -4.639 0.306  0.568
H11 -2.739 -5.347 -2.056  0.449
H12 -1.815 -3.818 -3.816  0.558
H13 -0.918 -1.618 -3.125  0.108
O1 1.785 -0.221 0.836  -0.294
N5 2.705 0.637 0.540  -1.045
N6 2.350 1.551 -0.251  1.282
O2 1.140 1.612 -0.750  0.019
C11 3.271 2.576 -0.548  0.185
C12 4.615 2.435 -0.208  -0.585
C13 5.481 3.480 -0.468  -0.652
C14 5.017 4.652 -1.050  -0.467
C15 3.683 4.771 -1.410  -1.013
C16 2.804 3.730 -1.168  0.067
H14 4.961 1.525 0.253  0.493
H15 6.527 3.390 -0.217  0.410
H16 5.696 5.472 -1.225  0.408
H17 3.326 5.675 -1.880  0.433
H18 1.760 3.795 -1.432  0.395
C17 -1.561 3.760 -0.712  -1.514
C18 -1.789 3.276 -2.141  1.076
C19 -3.142 3.789 -2.629  -1.999
P1 -1.461 1.421 -2.290  0.846
C20 -0.760 1.343 -4.043  0.727
C21 0.725 1.713 -3.981  -1.294
C22 -1.438 2.188 -5.118  -1.690
C23 -3.128 0.522 -2.351  1.169
C24 -4.226 0.811 -3.375  -1.634
C25 -3.680 0.597 -0.926  -1.514
H19 -1.777 4.825 -0.647  0.650
H20 -0.532 3.589 -0.410  0.083
H21 -2.206 3.246 -0.004  0.319
H22 -1.009 3.726 -2.767  0.493
H23 -3.949 3.448 -1.985  0.366
H24 -3.349 3.506 -3.656  0.318
H25 -3.135 4.878 -2.583  0.506
H26 -0.836 0.288 -4.337  0.199
H27 0.856 2.761 -3.718  0.268
H28 1.190 1.556 -4.953  0.583
H29 1.246 1.106 -3.245  -0.132
H30 -1.335 3.248 -4.911  0.343
H31 -2.490 1.952 -5.233  0.267
H32 -0.947 1.994 -6.070  0.501
H33 -2.829 -0.514 -2.542  -0.304
H34 -4.603 1.824 -3.329  0.276
H35 -5.063 0.144 -3.163  0.440
H36 -3.897 0.597 -4.388  0.400
H37 -4.090 1.585 -0.734  0.322
H38 -2.885 0.398 -0.194  0.249
H39 -4.474 -0.133 -0.778  0.436
C26 3.266 -1.873 -3.443  -0.820
N7 2.701 -2.484 -2.261  0.151
C27 3.077 -3.723 -1.815  -0.232
C28 2.482 -4.304 -0.764  -1.040
C29 1.412 -3.611 -0.056  0.366
O3 0.729 -4.103 0.820  -0.598
N8 1.159 -2.320 -0.496  0.100
C30 1.738 -1.823 -1.560  0.307
O4 1.339 -0.678 -1.965  -0.204
H40 3.833 -2.622 -3.992  0.410
H41 3.922 -1.046 -3.162  0.256
H42 2.457 -1.483 -4.063  0.225
H43 3.880 -4.192 -2.364  0.425
H44 2.764 -5.291 -0.440  0.497

Values from the calculation:
* frontier orbital gap: 6.94 eV
* maximum force: 0.0356 Eh/bohr
* net charge: +1
* E_LUMO: -3.26 eV
* ΔE to the lowest compared entry with this formula, charge and spin: 80.9 kJ/mol
* HOMO energy: -10.2 eV